A) The following is a DFT calculation (wB97M-V/def2-TZVPD) of one molecule with the formula C6H10N2O2S.

Computed properties:
- SMILES string = N[C@]1(S(N)(=O)=O)C=CC=CC1
- HOMO energy (eV) = -8.769

Structure (ORCA input):
```
! wB97M-V def2-TZVPD RIJCOSX def2/J DEFGRID3
* xyz 0 1
S 1.601 0.160 -0.301
O 2.832 -0.370 0.288
O 1.706 1.551 -0.618
N 1.378 -0.640 -1.897
N 0.450 -1.618 1.374
C 0.073 0.832 1.625
C -0.877 -0.515 -0.361
C -1.220 1.939 -0.003
C -0.482 1.970 1.205
C -1.345 0.884 -0.788
C 0.109 -0.364 0.768
H 1.966 -0.134 -2.603
H -1.716 2.924 -0.230
H 0.486 0.772 2.631
H 0.981 -2.213 0.853
H 0.875 -1.245 2.247
H -1.650 -1.238 0.013
H -1.957 0.998 -1.658
H 1.750 -1.614 -1.814
H -0.191 -0.943 -1.080
H -0.366 2.841 1.846
*
```

=====

B) The following is a DFT calculation (wB97M-V/def2-TZVPD) of one molecule with the formula C6H10N2O2S.

Computed properties:
- HOMO energy (spin up / spin down) (eV) = -8.785 / -7.049

Structure (ORCA input):
```
! wB97M-V def2-TZVPD RIJCOSX def2/J DEFGRID3
* xyz 0 1
S 1.913 1.753 -1.095
O 3.261 0.087 1.125
O 1.240 -0.657 1.873
N 1.820 -1.869 -1.153
N -0.142 0.167 -0.365
C 1.916 -0.100 1.026
C -2.485 1.100 0.130
C -1.024 1.099 0.557
C 1.315 0.517 -0.156
C -0.514 -1.293 -0.368
C 0.624 -2.104 -1.061
H -0.135 0.629 -1.324
H -0.600 -1.568 0.597
H -1.389 -1.262 -0.874
H -2.887 0.239 0.663
H -0.483 2.091 0.206
H -0.961 0.772 1.663
H -2.836 1.960 0.621
H -2.462 1.147 -1.029
H -0.003 -2.926 -1.414
H 3.831 0.219 0.378
*
```

=====

C) The following is a DFT calculation (wB97M-V/def2-TZVPD) of one molecule with the formula C6H10N2O2S.

Computed properties:
- SMILES string = CSCC[C@@H]1NC(=O)NC1=O
- HOMO energy (eV) = -8.731

Structure (ORCA input):
```
! wB97M-V def2-TZVPD RIJCOSX def2/J DEFGRID3
* xyz 0 1
S -2.620 1.668 0.120
O -0.292 -2.560 1.001
O 2.899 -0.996 -1.938
N 1.315 -2.100 -0.662
N 1.811 0.028 -0.154
C 0.536 -1.857 0.451
C -0.275 0.477 1.128
C 2.120 -1.006 -1.019
C 0.929 -0.372 0.943
C -1.197 0.490 -0.132
C -1.791 3.273 0.056
H -1.661 -0.449 -0.430
H -0.602 0.830 -1.003
H 1.546 -0.448 1.859
H -0.888 0.125 1.985
H 1.251 -2.941 -1.173
H 2.461 0.780 -0.095
H -1.187 3.423 0.955
H -2.505 4.072 0.058
H -1.159 3.335 -0.847
H 0.000 1.521 1.419
*
```

=====

Which structure is most stable, and how do the rest compare? From most to least stable: C), A), B).

=====

A) The following is a DFT calculation (wB97M-V/def2-TZVPD) of C2H4N3O as an isolated structure.

Computed properties:
- HOMO energy (eV) = -15.650

Structure (ORCA input):
```
! wB97M-V def2-TZVPD RIJCOSX def2/J DEFGRID3
* xyz 1 1
O 1.294 1.833 -0.183
N -0.758 0.856 -0.245
N 3.837 -0.081 0.039
N 2.847 -0.527 0.167
C 0.966 -0.561 0.192
C 0.592 0.873 -0.176
H -1.264 1.718 -0.551
H 0.872 -0.905 1.335
H 0.764 -1.370 -0.427
H -1.229 0.160 0.236
*
```

=====

B) The following is a DFT calculation (wB97M-V/def2-TZVPD) of an isolated ion of composition C2H4N3O and charge +1.

Computed properties:
- SMILES string = C[n+]1cnon1
- HOMO energy (eV) = -17.668

Structure (ORCA input):
```
! wB97M-V def2-TZVPD RIJCOSX def2/J DEFGRID3
* xyz 1 1
O -0.800 1.912 -0.767
N 0.372 2.178 -0.078
N -1.095 0.689 -0.785
N -0.307 -0.008 -0.160
C 0.909 1.153 0.318
C -0.209 -1.328 0.162
H 1.840 0.842 0.751
H 0.705 -1.724 0.426
H -1.031 -1.747 0.765
H -0.384 -1.966 -0.633
*
```

=====

C) The following is a DFT calculation (wB97M-V/def2-TZVPD) of an isolated ion of composition C2H4N3O and charge +1.

Computed properties:
- SMILES string = C/N=C\N=[N+]=O
- HOMO energy (eV) = -15.870

Structure (ORCA input):
```
! wB97M-V def2-TZVPD RIJCOSX def2/J DEFGRID3
* xyz 1 1
O -2.350 2.643 -0.962
N -1.694 1.765 -0.694
N -0.953 0.973 -0.422
N 0.256 -0.976 0.549
C 1.559 -0.922 0.064
C -0.817 -0.478 0.512
H 1.705 0.293 -0.165
H 1.803 -1.514 -0.910
H -1.646 -0.632 1.109
H 2.137 -1.151 0.920
*
```

=====

Which structure is most stable, and how do the rest compare? From most to least stable: A), C), B).

=====

A) The following is a DFT calculation (wB97M-V/def2-TZVPD) of a 3-piece molecular cluster, C7H17NO2 overall.

Computed properties:
- HOMO energy (eV) = -7.677

Structure (ORCA input):
```
! wB97M-V def2-TZVPD RIJCOSX def2/J DEFGRID3
* xyz 0 1
O 0.361 -0.344 2.449
O -0.348 1.336 1.138
N -0.759 -0.464 -1.013
C -1.791 -1.140 -0.244
C 1.197 -1.982 -1.581
C 0.005 0.805 2.312
C -0.110 1.807 3.430
C 1.220 -0.875 -0.646
C -1.302 0.615 -1.820
C 1.992 0.357 -0.992
H 3.056 0.158 -0.818
H -1.795 1.385 -1.208
H 1.113 -1.098 0.411
H -0.339 0.641 0.418
H -2.547 -1.594 -0.901
H 1.824 -1.864 -2.462
H -0.501 1.094 -2.388
H -2.326 -0.457 0.432
H 1.881 0.611 -2.048
H 0.289 1.386 4.349
H 0.425 2.720 3.164
H -2.051 0.243 -2.533
H 1.706 1.213 -0.384
H -1.159 2.070 3.569
H 0.058 -1.724 -1.862
H 1.247 -2.970 -1.133
H -1.343 -1.931 0.361
*
```

=====

B) The following is a DFT calculation (wB97M-V/def2-TZVPD) of a 3-piece molecular cluster, C7H17NO2 overall.

Computed properties:
- SMILES string = C=CCC(=C)CCN.O.O
- HOMO energy (eV) = -8.997

Structure (ORCA input):
```
! wB97M-V def2-TZVPD RIJCOSX def2/J DEFGRID3
* xyz 0 1
O -1.413 2.979 0.030
O -1.389 0.859 -2.459
N -2.364 0.106 1.097
C -1.484 -0.887 1.637
C 0.835 -1.153 0.515
C 2.238 -0.775 0.381
C 2.388 -0.161 -1.091
C 2.427 1.183 -1.298
C -0.067 -0.268 1.352
C 0.244 -2.192 -0.072
H 2.369 0.019 1.072
H -0.984 0.711 -1.619
H 0.613 -2.930 -0.734
H 2.986 -1.523 0.374
H -2.809 0.019 0.251
H -0.834 2.340 -0.530
H -0.205 0.770 0.784
H -2.159 2.292 0.301
H 0.471 -0.015 2.325
H 2.641 -0.896 -1.906
H -1.572 -1.828 1.056
H 2.331 1.643 -2.304
H -0.970 0.485 -3.154
H -3.065 0.513 1.757
H 2.351 1.904 -0.506
H -0.860 -2.329 0.032
H -1.716 -0.867 2.708
*
```

=====

Which structure is most stable, and how do the rest compare? From most to least stable: A), B).

=====

A) The following is a DFT calculation (wB97M-V/def2-TZVPD) of a 11-piece molecular cluster, C16H54N6O11 overall.

Computed properties:
- SMILES string = NC(N)=O.NC(N)=O.NC(N)=O.CCO.CCO.CCO.CCO.CCO.CO.CO.CO
- HOMO energy (eV) = -9.019

Structure (ORCA input):
```
! wB97M-V def2-TZVPD RIJCOSX def2/J DEFGRID3
* xyz 0 1
O 1.050 7.395 11.481
O -0.573 9.719 14.953
O -2.146 5.355 12.926
O -0.670 13.987 11.429
O -4.336 7.261 7.943
O -2.036 5.127 10.237
O 0.770 10.589 7.878
O -5.044 9.250 14.251
O -2.582 10.944 11.231
O -5.569 12.402 10.308
O -6.218 6.859 10.176
N 1.604 13.373 11.348
N -4.760 13.989 11.937
N -2.681 6.568 14.804
N -3.399 13.626 10.358
N -0.949 7.207 13.654
N 0.163 11.833 11.206
C -4.538 8.565 7.566
C -0.517 3.477 9.259
C -1.621 3.718 10.232
C -3.220 9.976 10.335
C -5.360 10.542 13.793
C -6.302 7.924 11.174
C -1.523 10.246 14.081
C -0.448 9.906 8.039
C 0.635 7.366 10.122
C -6.894 10.784 13.861
C -6.978 8.970 10.451
C -4.581 13.301 10.810
C -1.507 11.762 14.269
C -2.894 8.651 10.887
C 0.404 13.063 11.358
C -1.929 6.381 13.781
H 1.468 6.559 11.614
H -1.868 8.474 11.228
H -5.122 8.631 6.604
H -3.917 14.435 12.391
H -5.007 9.258 8.276
H -6.856 7.501 12.048
H -7.462 10.111 13.253
H -2.532 5.306 10.993
H -5.489 7.078 9.580
H 1.033 11.361 11.222
H -1.309 10.072 12.991
H -4.266 10.221 10.197
H -5.345 8.263 11.560
H 0.382 4.031 9.600
H 0.660 6.423 9.656
H -0.476 7.562 10.116
H -3.011 13.316 9.456
H -3.434 6.971 7.757
H -4.142 8.995 13.921
H -8.032 8.666 10.499
H -2.491 9.731 14.312
H -1.346 10.490 7.676
H -6.747 9.155 9.378
H -4.834 11.306 14.320
H -0.370 8.954 7.485
H -0.775 11.458 11.147
H -3.613 6.103 14.743
H 2.340 12.654 11.398
H 1.497 10.004 8.156
H -2.438 12.148 13.791
H -0.766 8.116 14.167
H -0.429 2.417 9.241
H 1.201 8.109 9.533
H -1.469 11.974 15.307
H -0.323 7.044 12.850
H -3.298 7.781 10.365
H -3.599 8.980 7.339
H -0.726 3.752 8.271
H -1.304 3.506 11.233
H 1.872 14.323 11.546
H -0.581 9.645 9.108
H -0.664 12.280 13.836
H -2.925 10.065 9.361
H -4.964 10.684 12.770
H -2.859 14.322 10.730
H -2.643 7.218 15.617
H -3.002 11.799 11.107
H -6.886 9.963 10.981
H -7.308 10.797 14.813
H -3.377 8.763 11.797
H -5.637 14.006 12.475
H -0.862 9.968 15.886
H -7.162 11.796 13.582
H -2.539 3.089 9.918
*
```

=====

B) The following is a DFT calculation (wB97M-V/def2-TZVPD) of a 11-piece molecular cluster, C16H54N6O11 overall.

Computed properties:
- SMILES string = NC(N)=O.NC(N)=O.NC(N)=O.CCO.CCO.CCO.CCO.CCO.CO.CO.CO
- HOMO energy (eV) = -8.181

Structure (ORCA input):
```
! wB97M-V def2-TZVPD RIJCOSX def2/J DEFGRID3
* xyz 0 1
O 1.729 1.859 2.312
O -0.656 0.452 0.925
O -2.878 -3.628 -0.476
O -0.670 0.090 -2.966
O 3.458 -0.167 1.046
O 1.979 -2.813 -0.931
O -3.317 0.248 2.425
O 3.415 3.227 -1.149
O -1.176 3.361 -0.253
O -1.737 -2.282 -2.887
O -2.744 2.958 4.477
N -0.802 0.422 -5.359
N 2.586 -2.331 -3.102
N 0.924 -0.661 -4.484
N -1.586 4.563 3.146
N 2.826 -0.819 -1.611
N -2.384 2.813 2.176
C 2.168 2.727 -1.455
C -2.683 1.685 -1.261
C -3.183 -0.242 3.665
C -0.861 -3.174 -3.501
C 1.165 0.972 4.493
C -0.491 -1.942 1.240
C -0.734 -4.398 -2.548
C -2.244 3.455 3.277
C -0.286 -0.776 0.300
C 2.488 -2.022 -1.886
C 4.493 -0.711 3.038
C -0.198 -0.050 -4.261
C 3.947 -1.259 1.763
C 1.448 2.174 3.579
C -3.746 -2.497 -0.373
C -1.398 2.514 -1.382
H 3.034 -1.708 -3.649
H -0.510 -4.107 -1.530
H -0.796 -0.968 -0.704
H -0.533 1.890 -1.516
H -1.061 4.904 2.295
H -2.902 1.197 -2.218
H 0.701 3.006 3.565
H -2.809 1.150 -0.281
H -1.315 -1.412 -2.729
H 0.196 -2.754 0.919
H -1.093 4.971 3.991
H -0.219 -1.706 2.289
H -0.047 -5.164 -2.875
H 2.265 1.718 -1.790
H -1.504 -2.348 1.196
H -3.322 -1.626 -0.918
H -3.016 -1.286 3.645
H 0.853 1.571 2.095
H -4.793 -2.667 -0.506
H 4.022 2.570 -1.458
H 1.121 1.454 5.536
H 3.102 -1.916 1.928
H -2.514 -3.592 -1.366
H 1.248 -1.237 -3.696
H 4.461 -1.475 3.851
H 2.419 -3.402 -3.223
H 1.644 2.613 -0.478
H 2.352 2.600 3.964
H 3.889 0.056 3.397
H -2.856 1.917 2.271
H 3.167 -0.093 -2.213
H -3.784 -2.195 0.641
H -2.545 -0.002 1.904
H -1.698 -4.928 -2.546
H 1.967 0.190 4.431
H -1.381 -3.520 -4.467
H -2.298 0.105 4.220
H -0.764 1.128 0.229
H 0.200 -2.825 -3.588
H 1.429 -0.885 -5.344
H -0.295 0.419 -6.302
H 0.222 0.526 4.347
H -3.512 2.417 -1.379
H 5.427 -0.257 2.900
H 3.093 -0.604 -0.628
H 0.752 -0.514 0.040
H -1.839 3.146 1.354
H 4.621 -1.790 1.074
H -4.106 -0.034 4.196
H -1.750 0.899 -5.287
H 1.594 3.324 -2.173
H 2.868 0.266 1.600
H -0.798 4.204 -0.652
H -1.461 3.041 -2.298
*
```

=====

Which structure is most stable, and how do the rest compare? From most to least stable: B), A).